1.
{"formula": "C24H36Cl8F12O8", "method": "ωB97M-V/def2-TZVPD", "multiplicity": 1, "total_charge": 0, "e_homo_ev": -10.7, "smiles": "CCOC(=O)C(F)(F)F.CCOC(=O)C(F)(F)F.CCOC(=O)C(F)(F)F.CCOC(=O)C(F)(F)F.ClCCCl.ClCCCl.ClCCCl.ClCCCl", "de_lowest_kj_mol": 164.5, "symbols": ["C", "C", "O", "C", "O", "C", "F", "F", "F", "H", "H", "H", "H", "H", "C", "C", "O", "C", "O", "C", "F", "F", "F", "H", "H", "H", "H", "H", "C", "C", "O", "C", "O", "C", "F", "F", "F", "H", "H", "H", "H", "H", "C", "C", "O", "C", "O", "C", "F", "F", "F", "H", "H", "H", "H", "H", "Cl", "C", "C", "Cl", "H", "H", "H", "H", "Cl", "C", "C", "Cl", "H", "H", "H", "H", "Cl", "C", "C", "Cl", "H", "H", "H", "H", "Cl", "C", "C", "Cl", "H", "H", "H", "H"], "coordinates": [[-5.539, -8.551, -26.627], [-5.243, -7.932, -27.999], [-6.447, -7.858, -28.732], [-6.392, -7.414, -30.018], [-5.364, -7.180, -30.675], [-7.775, -7.421, -30.611], [-7.685, -7.334, -31.932], [-8.523, -8.485, -30.262], [-8.479, -6.344, -30.126], [-6.274, -8.004, -26.036], [-4.675, -8.540, -25.962], [-5.877, -9.587, -26.651], [-4.648, -8.643, -28.572], [-4.817, -6.929, -27.967], [-5.030, -9.483, -33.417], [-4.343, -8.962, -34.663], [-5.290, -8.961, -35.749], [-5.459, -10.037, -36.504], [-4.782, -11.047, -36.326], [-6.538, -9.939, -37.600], [-6.395, -8.821, -38.329], [-6.489, -11.068, -38.296], [-7.788, -9.781, -37.118], [-5.998, -8.996, -33.304], [-4.434, -9.529, -32.506], [-5.455, -10.480, -33.535], [-3.413, -9.451, -34.952], [-4.030, -7.931, -34.500], [-13.567, -11.321, -27.200], [-12.726, -10.753, -28.299], [-11.748, -9.897, -27.790], [-10.500, -10.384, -27.318], [-10.137, -11.583, -27.216], [-9.486, -9.282, -26.940], [-9.815, -8.034, -27.296], [-9.320, -9.379, -25.619], [-8.289, -9.659, -27.475], [-12.861, -11.663, -26.442], [-14.179, -12.070, -27.703], [-14.344, -10.656, -26.823], [-13.335, -10.105, -28.930], [-12.397, -11.555, -28.960], [-8.403, -10.130, -33.995], [-9.696, -10.649, -34.718], [-9.881, -12.043, -34.400], [-9.599, -13.026, -35.257], [-9.142, -12.834, -36.387], [-9.861, -14.433, -34.720], [-8.691, -15.112, -34.526], [-10.493, -14.357, -33.544], [-10.671, -15.162, -35.530], [-8.643, -9.862, -32.966], [-8.006, -9.255, -34.508], [-7.582, -10.830, -34.149], [-9.679, -10.470, -35.793], [-10.579, -10.124, -34.352], [-8.011, -2.687, -30.524], [-6.350, -3.373, -30.532], [-5.636, -3.152, -31.873], [-4.109, -4.066, -31.873], [-6.480, -4.415, -30.239], [-5.870, -2.715, -29.807], [-5.361, -2.125, -32.110], [-6.262, -3.501, -32.694], [-6.621, -4.700, -27.151], [-6.497, -3.910, -25.533], [-5.465, -4.506, -24.606], [-6.060, -6.103, -24.006], [-7.491, -3.853, -25.089], [-6.208, -2.876, -25.723], [-5.401, -3.811, -23.770], [-4.535, -4.650, -25.157], [-3.174, -3.409, -27.918], [-3.004, -5.065, -28.694], [-2.172, -5.971, -27.711], [-3.021, -6.280, -26.132], [-2.491, -4.965, -29.651], [-4.017, -5.427, -28.867], [-1.329, -5.323, -27.468], [-1.791, -6.932, -28.053], [-12.823, -1.033, -30.942], [-11.961, -2.606, -31.085], [-12.134, -3.457, -29.851], [-11.054, -4.872, -29.998], [-10.909, -2.432, -31.310], [-12.495, -3.047, -31.927], [-13.151, -3.829, -29.726], [-11.886, -2.966, -28.911]], "lowdin_charge": [-0.0836, -0.2279, -0.0090, -0.3307, 0.1092, -0.5186, 0.1742, 0.1620, 0.0770, 0.0316, 0.0451, 0.0757, 0.1349, 0.0419, -0.0573, -0.1751, 0.0200, -0.3547, 0.1370, -0.5237, 0.1631, 0.1879, 0.1433, 0.0536, 0.0870, 0.0684, 0.1256, 0.1248, -0.0626, -0.2670, -0.0023, -0.2388, 0.1211, -0.5210, 0.1751, 0.1669, 0.1311, 0.0859, 0.0830, 0.0794, 0.1264, 0.1287, -0.0411, -0.1544, 0.0169, -0.3437, 0.1328, -0.4985, 0.1465, 0.1555, 0.1529, 0.0706, 0.0660, 0.0724, 0.1039, 0.1226, 0.5482, -0.6554, -0.6305, 0.5839, 0.0293, 0.0478, 0.0711, 0.0676, 0.5893, -0.6329, -0.6306, 0.5550, 0.0710, 0.0715, 0.0802, -0.0232, 0.5117, -0.5874, -0.5603, 0.6074, 0.0462, 0.0120, 0.0493, 0.0743, 0.5244, -0.6639, -0.6546, 0.5699, 0.0351, 0.0638, 0.0707, 0.0692]}


2.
{"formula": "C24H36FIN5O3S", "method": "ωB97M-V/def2-TZVPD", "multiplicity": 1, "total_charge": 1, "e_homo_ev": -10.9, "smiles": "CCCCN1C(NCOc2cc(C)ccc2C(C)C)=[NH+][C@](N=C=S)(N(C)C(C)=O)O[C@@]1(I)CCF", "symbols": ["C", "C", "C", "C", "N", "C", "N", "C", "O", "C", "C", "C", "C", "C", "C", "C", "C", "C", "C", "N", "C", "N", "C", "S", "N", "C", "C", "C", "O", "O", "C", "I", "C", "C", "F", "H", "H", "H", "H", "H", "H", "H", "H", "H", "H", "H", "H", "H", "H", "H", "H", "H", "H", "H", "H", "H", "H", "H", "H", "H", "H", "H", "H", "H", "H", "H", "H", "H", "H", "H", "H"], "coordinates": [[-0.002, 1.126, 1.802], [-0.506, 0.104, 2.919], [-1.439, -1.102, 2.417], [-2.336, -0.819, 1.122], [-1.917, -1.463, -0.154], [-0.909, -0.735, -0.910], [-1.144, 0.506, -1.350], [-0.187, 1.301, -2.175], [0.787, 2.041, -1.431], [0.236, 3.191, -0.786], [-1.251, 3.618, -0.770], [-1.803, 4.877, 0.000], [-3.359, 5.273, 0.036], [-0.812, 5.771, 0.781], [0.686, 5.375, 0.759], [1.239, 4.111, 0.004], [2.814, 3.876, 0.091], [3.565, 4.544, -1.195], [3.266, 2.358, 0.372], [0.334, -1.442, -1.219], [0.676, -2.495, -0.229], [1.356, -1.811, 0.945], [2.645, -1.827, 0.806], [4.209, -1.439, 0.360], [1.772, -3.364, -0.843], [1.789, -3.269, -2.334], [1.626, -4.774, -0.376], [0.992, -5.962, -1.236], [1.994, -5.052, 0.805], [-0.368, -3.378, 0.160], [-1.692, -2.911, -0.118], [-2.167, -3.639, -2.172], [-2.702, -3.750, 0.831], [-2.556, -5.354, 0.587], [-3.694, -5.881, -0.143], [0.600, 0.670, 0.950], [-0.894, 1.729, 1.374], [0.656, 1.920, 2.328], [-1.022, 0.634, 3.797], [0.442, -0.381, 3.374], [-2.180, -1.312, 3.284], [-0.805, -2.068, 2.354], [-3.414, -1.160, 1.370], [-2.451, 0.313, 0.907], [-2.059, 0.918, -1.109], [-0.825, 1.962, -2.876], [0.355, 0.554, -2.872], [-2.040, 3.017, -1.335], [-3.610, 5.728, -0.981], [-3.564, 6.076, 0.832], [-4.038, 4.355, 0.196], [-1.101, 6.700, 1.376], [1.417, 6.028, 1.349], [3.193, 4.495, 0.993], [3.198, 4.127, -2.190], [3.318, 5.675, -1.145], [4.694, 4.467, -1.032], [2.402, 1.614, 0.444], [3.903, 2.296, 1.316], [3.950, 2.038, -0.507], [1.149, -0.805, -1.240], [2.301, -2.304, -2.715], [2.482, -4.123, -2.701], [0.785, -3.444, -2.847], [0.188, -5.549, -1.933], [0.448, -6.658, -0.495], [1.789, -6.537, -1.814], [-2.503, -3.597, 1.948], [-3.759, -3.477, 0.499], [-2.589, -5.862, 1.626], [-1.557, -5.646, 0.122]], "lowdin_charge": [-0.1309, -0.2294, -0.1748, -0.1354, -0.0416, -0.1863, 0.1508, -0.1485, -0.0848, -0.1482, 0.0053, -0.1935, -0.0918, -0.0251, 0.0051, -0.0701, -0.3549, -0.0813, -0.0947, 0.1796, -0.4419, 0.1184, -0.5766, 0.7115, -0.0718, -0.0917, -0.3518, -0.0165, 0.0565, -0.0767, -0.7039, 1.0313, -0.1269, -0.1776, -0.1238, 0.0348, 0.0682, 0.1013, 0.1166, 0.1147, 0.1258, 0.1052, 0.1396, 0.1259, 0.1558, 0.1659, 0.1665, 0.0826, 0.0845, 0.0865, 0.0821, 0.1040, 0.1056, 0.1304, 0.0828, 0.0882, 0.0856, 0.0339, 0.0862, 0.0841, 0.1471, 0.1053, 0.1208, 0.0439, 0.0278, 0.1018, 0.1031, 0.1262, 0.1292, 0.1404, 0.0897]}


3.
{"formula": "C24H36FeP2Si", "method": "ωB97M-V/def2-TZVPD", "multiplicity": 5, "total_charge": 0, "e_homo_ev": [-6.0, -6.8], "s_squared": 6.0910, "de_lowest_kj_mol": 48.4, "symbols": ["C", "C", "C", "H", "C", "C", "H", "H", "H", "H", "Fe", "C", "H", "H", "H", "Si", "C", "C", "H", "C", "H", "C", "H", "C", "H", "C", "H", "C", "C", "H", "C", "H", "C", "H", "C", "H", "C", "H", "H", "H", "C", "P", "C", "C", "C", "P", "C", "C", "H", "H", "H", "H", "H", "H", "H", "H", "H", "H", "H", "H", "H", "H", "H", "H"], "coordinates": [[1.377, -1.429, -0.753], [0.693, -0.437, -1.511], [1.599, 0.644, -1.776], [-0.341, -0.497, -1.860], [2.866, 0.304, -1.200], [2.728, -0.994, -0.572], [3.532, -1.575, -0.139], [0.987, -2.406, -0.471], [1.375, 1.560, -2.320], [3.783, 0.856, -1.295], [1.393, 0.445, 0.268], [-1.620, 1.587, -0.296], [-0.683, 1.185, -0.662], [-1.722, 1.522, 0.801], [-1.698, 2.641, -0.600], [-3.390, 0.598, -1.189], [-3.035, -0.881, -0.074], [-2.202, -1.936, -0.472], [-1.643, -1.882, -1.410], [-2.092, -3.089, 0.315], [-1.387, -3.886, 0.041], [-2.868, -3.248, 1.468], [-2.833, -4.152, 2.082], [-3.683, -2.187, 1.874], [-4.261, -2.283, 2.794], [-3.757, -1.012, 1.123], [-4.399, -0.197, 1.464], [-2.548, 0.401, -2.862], [-2.671, -0.801, -3.583], [-3.394, -1.555, -3.277], [-1.864, -1.035, -4.714], [-1.968, -1.971, -5.254], [-0.966, -0.052, -5.133], [-0.302, -0.235, -5.984], [-0.933, 1.184, -4.490], [-0.276, 1.985, -4.849], [-1.785, 1.439, -3.407], [-1.820, 2.450, -2.988], [-3.956, 1.947, -0.807], [-4.691, 0.052, -1.712], [0.672, -1.552, 2.299], [-0.125, -0.066, 1.666], [-0.639, 0.814, 3.188], [1.255, 2.290, 0.733], [2.450, 2.373, 1.666], [3.129, 0.638, 1.727], [4.877, 0.840, 1.226], [3.368, 0.199, 3.486], [0.652, -1.515, 3.391], [1.713, -1.611, 1.940], [0.101, -2.387, 1.882], [-0.028, 0.492, 4.051], [-0.551, 1.902, 3.036], [-1.699, 0.541, 3.343], [1.424, 2.749, -0.243], [0.291, 2.634, 1.129], [3.263, 2.992, 1.258], [2.241, 2.696, 2.696], [5.481, 1.175, 2.082], [5.290, -0.122, 0.885], [4.983, 1.568, 0.418], [4.247, 0.722, 3.891], [2.496, 0.448, 4.098], [3.564, -0.879, 3.580]], "lowdin_charge": [-0.1608, -0.1753, -0.1528, 0.0812, -0.1823, -0.1997, 0.1076, 0.1153, 0.1195, 0.0984, 0.0793, -0.1359, -0.0317, -0.0023, 0.0324, 0.5839, -0.3217, -0.1156, 0.0829, -0.1040, 0.1065, -0.0959, 0.1028, -0.0934, 0.1004, -0.1171, 0.1039, -0.3317, -0.1124, 0.1041, -0.0795, 0.0996, -0.0962, 0.1032, -0.0976, 0.1048, -0.1173, 0.1024, 0.0187, -0.0017, -0.3417, 0.8486, -0.3072, -0.3272, -0.3525, 0.8581, -0.2539, -0.2557, 0.0349, -0.0040, 0.0118, 0.0248, 0.0277, 0.0304, 0.0570, 0.0297, 0.0756, 0.0814, 0.0410, 0.0467, 0.0362, 0.0379, 0.0331, 0.0458]}